A structure of composition C39H29GeN3O9RhS2 at a distorted geometry. Source: OMol25; level of theory: ωB97M-V/def2-TZVPD.

Computed properties:
Expectation value of S² ... 0.753
Maximum force ... 0.0546 Eh/bohr
Lowest unoccupied orbital energy (alpha / beta) ... 4.32 / 4.31 eV
Relative energy (zero: lowest compared OMol25 entry of this formula, charge and spin) ... 32.6 kcal per mole
HOMO-LUMO gap (alpha / beta) ... 6.46 / 6.39 eV
Net charge ... -2
Energy ... -5328.98286 a.u.
Multiplicity ... 2
E_HOMO (alpha / beta) ... -2.1456 / -2.0728 eV

Last column: Löwdin spin population.
Positions of all 84 atoms, in Å:
Rh 0.77 -0.89 -1.33  0.877
O -0.35 -2.12 -2.48  -0.008
C -1.44 -2.73 -2.16  0.000
C -2.38 -3.08 -3.17  -0.001
C -3.52 -3.78 -2.87  -0.001
C -3.81 -4.19 -1.55  0.000
C -2.90 -3.85 -0.57  0.000
C -1.74 -3.13 -0.85  0.000
C -0.84 -2.82 0.24  0.001
N 0.20 -2.10 0.19  0.013
N 0.87 -1.96 1.43  0.002
C 1.76 -1.03 1.31  0.001
O 1.99 -0.30 0.29  -0.002
C 2.67 -0.81 2.51  0.000
C 3.61 0.19 2.45  0.000
C 4.48 0.40 3.52  0.000
C 4.41 -0.41 4.64  0.000
C 3.47 -1.43 4.69  0.000
C 2.60 -1.63 3.62  0.000
H -2.16 -2.76 -4.18  0.000
H -4.23 -4.01 -3.66  0.000
H -4.71 -4.75 -1.32  0.000
H -3.08 -4.15 0.46  0.000
H -1.08 -3.23 1.22  0.000
H 3.66 0.80 1.56  0.000
H 5.21 1.20 3.47  0.000
H 5.10 -0.26 5.47  0.000
H 3.42 -2.08 5.56  0.000
H 1.86 -2.42 3.64  0.000
C 1.63 3.47 3.17  0.000
C 0.52 2.94 3.79  0.000
C -0.49 2.35 3.04  0.000
C -0.40 2.29 1.64  0.000
C 0.75 2.79 1.02  0.000
C 1.75 3.39 1.78  0.000
Ge -1.91 1.58 0.67  0.003
C -2.81 0.36 1.89  0.000
C -4.17 0.46 2.20  0.000
C -4.78 -0.42 3.08  0.000
C -4.04 -1.42 3.68  0.000
C -2.69 -1.54 3.39  0.000
C -2.08 -0.66 2.51  0.000
C -3.19 2.93 0.20  0.001
C -2.88 4.27 0.42  0.000
C -3.78 5.28 0.09  0.000
C -5.00 4.96 -0.48  0.000
C -5.32 3.63 -0.73  0.000
C -4.42 2.62 -0.39  0.000
H 2.42 3.93 3.75  0.000
H 0.43 2.97 4.88  0.000
H -1.36 1.95 3.54  0.000
H 0.85 2.73 -0.05  0.000
H 2.63 3.78 1.29  0.000
H -4.77 1.25 1.75  0.000
H -5.84 -0.32 3.30  0.000
H -4.52 -2.11 4.38  0.000
H -2.10 -2.33 3.85  0.000
H -1.02 -0.78 2.31  0.000
H -1.91 4.53 0.85  0.000
H -3.52 6.32 0.28  0.000
H -5.69 5.74 -0.76  0.000
H -6.26 3.37 -1.20  0.000
H -4.66 1.59 -0.62  0.000
O -2.62 1.43 -2.58  0.002
S -1.30 1.29 -2.02  0.001
O -1.46 0.36 -0.67  0.040
O -0.78 2.53 -1.43  0.000
O -0.34 0.61 -2.89  0.002
O 2.77 0.54 -2.45  0.001
C 3.07 -0.52 -2.96  0.001
N 2.51 -1.72 -2.65  0.048
S 3.09 -2.93 -3.54  0.009
O 3.80 -3.89 -2.74  0.000
O 2.14 -3.44 -4.49  0.000
C 4.28 -1.95 -4.43  0.005
C 5.20 -2.33 -5.38  0.001
C 6.02 -1.34 -5.91  0.000
C 5.90 -0.02 -5.50  0.000
C 4.95 0.34 -4.54  0.000
C 4.15 -0.65 -4.02  0.001
H 5.29 -3.37 -5.70  0.000
H 6.76 -1.60 -6.66  0.000
H 6.55 0.74 -5.93  0.000
H 4.83 1.37 -4.21  0.000

=====

A structure of composition C39H29N9OS3Zn. Source: OMol25; level of theory: ωB97M-V/def2-TZVPD.

Computed properties:
Maximum force ... 0.0162 Eh/bohr
Lowest unoccupied orbital energy (alpha / beta) ... -1.17 / -1.18 eV
HOMO-LUMO gap (alpha / beta) ... 4.95 / 4.92 eV
Net charge ... 0
Energy ... -5045.69865 a.u.
Multiplicity ... 1
E_HOMO (alpha / beta) ... -6.1160 / -6.1010 eV

Last column: natural (NBO) charge in e.
Positions of all 82 atoms, in Å:
Zn 0.24 0.11 0.04  1.693
C -3.15 4.50 3.54  -0.211
C -3.05 3.54 4.55  -0.214
C -2.47 2.31 4.33  -0.171
C -1.95 2.06 3.06  -0.107
C -1.24 0.92 2.48  0.388
N -0.94 -0.17 3.17  -0.474
C -0.28 -1.20 2.67  0.398
C 0.10 -2.37 3.47  -0.104
C -0.08 -2.69 4.80  -0.170
C 0.46 -3.89 5.25  -0.214
C 1.17 -4.73 4.39  -0.209
C 1.36 -4.40 3.06  -0.202
C 0.82 -3.21 2.61  -0.017
C 0.86 -2.53 1.32  0.383
N 1.51 -3.01 0.26  -0.468
C 1.64 -2.36 -0.89  0.385
N 1.16 -1.13 -1.21  -0.694
C 1.49 -0.84 -2.49  0.365
N 1.19 0.26 -3.18  -0.473
C 0.54 1.29 -2.68  0.386
N 0.07 1.44 -1.42  -0.691
C -0.58 2.62 -1.32  0.401
N -1.22 3.11 -0.26  -0.473
C -1.37 2.45 0.89  0.374
N -0.92 1.21 1.20  -0.689
C -2.04 3.03 2.05  -0.024
C -2.65 4.25 2.27  -0.202
C -0.51 3.33 -2.59  -0.104
C -0.96 4.57 -3.01  -0.169
C -0.69 4.95 -4.32  -0.213
C 0.02 4.11 -5.18  -0.213
C 0.47 2.86 -4.77  -0.190
C 0.20 2.48 -3.46  -0.017
C 2.23 -1.96 -3.06  -0.027
C 2.76 -2.19 -4.32  -0.203
C 3.39 -3.41 -4.54  -0.213
C 3.51 -4.36 -3.52  -0.215
C 2.99 -4.12 -2.25  -0.176
C 2.34 -2.91 -2.04  -0.110
N 0.19 -1.36 1.41  -0.686
H -3.61 5.45 3.75  0.214
H -3.45 3.78 5.54  0.214
H -2.40 1.56 5.11  0.227
H -0.63 -2.03 5.46  0.226
H 0.34 -4.17 6.29  0.213
H 1.59 -5.65 4.78  0.213
H 1.92 -5.04 2.39  0.226
H -2.73 4.98 1.47  0.228
H -1.50 5.21 -2.33  0.225
H -1.02 5.91 -4.67  0.213
H 0.22 4.44 -6.19  0.213
H 1.03 2.21 -5.43  0.224
H 2.67 -1.44 -5.10  0.228
H 3.81 -3.62 -5.51  0.214
H 4.01 -5.29 -3.72  0.213
H 3.09 -4.84 -1.46  0.227
S -2.60 -0.30 -1.48  -0.149
C -2.23 -1.89 -1.65  -0.080
N -1.67 -2.45 -2.73  -0.597
C -1.31 -3.86 -2.65  -0.228
C -2.29 -4.46 -1.66  -0.531
S -2.62 -3.12 -0.46  0.305
H -1.25 -1.85 -3.43  0.423
H -0.29 -3.97 -2.29  0.206
H -1.38 -4.32 -3.63  0.215
H -1.88 -5.32 -1.13  0.239
H -3.23 -4.73 -2.13  0.219
O 2.02 0.89 0.85  -1.055
S 2.93 1.76 1.65  1.255
C 2.68 3.47 1.02  -0.594
C 2.61 4.34 2.26  -0.413
C 1.62 3.62 3.19  -0.414
C 2.07 2.17 3.23  -0.601
H 1.73 3.45 0.48  0.245
H 3.49 3.73 0.35  0.238
H 2.29 5.36 2.03  0.232
H 3.59 4.39 2.74  0.203
H 0.61 3.70 2.77  0.222
H 1.61 4.06 4.19  0.225
H 1.25 1.46 3.34  0.260
H 2.80 1.99 4.02  0.227

=====

A cluster of 2 separate species, C39H30N3O in total at a distorted geometry. Source: OMol25; level of theory: ωB97M-V/def2-TZVPD.

Computed properties:
Maximum force ... 0.0542 Eh/bohr
Lowest unoccupied orbital energy ... -5.49 eV
HOMO-LUMO gap ... 5.04 eV
Net charge ... +1
Energy ... -1743.35533 a.u.
Multiplicity ... 1
E_HOMO ... -10.5275 eV

Last column: Mulliken charge in e.
Positions of all 73 atoms, in Å:
C 4.39 -1.84 2.53  -0.443
C 3.70 -0.84 3.19  -0.802
C 2.33 -0.77 3.09  -0.018
C 1.64 -1.70 2.33  0.170
N 0.19 -1.67 2.32  0.994
C -0.58 -0.58 2.42  -0.927
N -1.83 -1.02 2.57  0.553
C -3.05 -0.24 2.45  -0.163
C -3.13 1.03 3.01  -0.237
C -4.27 1.78 2.85  -0.692
C -5.34 1.28 2.14  -0.525
C -5.26 0.03 1.57  -1.020
C -4.12 -0.72 1.72  0.169
C -1.73 -2.46 2.57  0.057
C -2.84 -3.41 2.73  0.091
C -2.78 -4.65 2.10  -0.429
C -3.81 -5.55 2.22  -0.641
C -4.92 -5.23 2.98  -0.418
C -4.97 -4.02 3.65  -0.734
C -3.94 -3.12 3.53  -0.056
N -0.50 -2.84 2.37  -0.783
C 2.34 -2.69 1.66  -0.443
C 3.71 -2.76 1.76  -0.619
H 5.47 -1.91 2.63  0.432
H 4.23 -0.13 3.81  0.409
H 1.78 0.00 3.60  0.435
H -2.29 1.42 3.56  0.493
H -4.32 2.77 3.27  0.446
H -6.23 1.88 2.00  0.452
H -6.09 -0.36 1.00  0.447
H -4.05 -1.70 1.27  0.683
H -1.90 -4.90 1.52  0.479
H -3.76 -6.50 1.72  0.408
H -5.74 -5.92 3.05  0.403
H -5.82 -3.78 4.27  0.423
H -3.96 -2.19 4.07  0.544
H 1.79 -3.41 1.07  0.491
H 4.25 -3.54 1.25  0.410
C 5.93 2.39 -6.57  -0.370
C 5.55 3.39 -5.69  -0.657
C 5.32 3.10 -4.36  -0.208
C 5.47 1.79 -3.89  0.343
O 5.18 1.46 -2.53  -0.433
C 3.81 1.38 -2.16  0.154
C 3.15 0.14 -2.21  -0.604
C 1.81 0.05 -1.94  -0.614
C 1.04 1.20 -1.62  0.910
C -0.34 1.01 -1.45  -0.269
C -1.43 1.91 -1.28  1.021
C -2.70 1.35 -1.07  -0.325
C -3.81 2.14 -0.89  -0.753
C -3.70 3.51 -0.91  -0.434
C -2.46 4.10 -1.13  -0.983
C -1.35 3.32 -1.33  -0.143
C 1.74 2.43 -1.51  -0.324
C 3.08 2.51 -1.78  -0.700
C 5.88 0.80 -4.79  -0.215
C 6.09 1.10 -6.11  -0.544
H 6.08 2.62 -7.61  0.395
H 5.41 4.40 -6.05  0.379
H 5.03 3.87 -3.67  0.315
H 3.71 -0.74 -2.47  0.498
H 1.32 -0.90 -2.01  0.438
H -0.65 -0.02 -1.47  0.246
H -2.80 0.28 -1.06  0.350
H -4.78 1.68 -0.75  0.531
H -4.57 4.13 -0.76  0.443
H -2.38 5.17 -1.16  0.428
H -0.43 3.81 -1.57  0.315
H 1.23 3.31 -1.18  0.390
H 3.59 3.45 -1.69  0.567
H 5.99 -0.21 -4.42  0.436
H 6.37 0.32 -6.80  0.380